Record 1
{
  "formula": "C3H5FOS",
  "method": "ωB97M-V with the def2-TZVPD basis set",
  "symbols": ["C", "C", "C", "H", "H", "H", "H", "H", "O", "F", "S"],
  "xyz": [[-0.6007, 0.1875, -0.3598], [0.9142, -0.0582, -0.6593], [0.2780, 0.8217, 0.4161], [-1.6812, -0.9434, 1.5389], [-1.1906, 1.0819, -0.8791], [1.4219, -0.0274, -1.6708], [0.2838, -1.6322, 0.2196], [0.8046, 0.6700, 1.4890], [1.3332, -1.3377, -0.3674], [0.3473, 2.2083, 0.1579], [-1.9104, -0.9705, 0.1148]],
  "forces_ev_per_a": [[-6.08, -0.12, -4.54], [-0.76, -0.72, -2.36], [8.23, 3.63, 4.97], [-0.36, -0.01, -2.00], [1.58, -2.16, 0.32], [-1.13, 2.17, 1.02], [4.57, -0.12, -2.26], [-2.06, -0.10, -2.30], [-5.12, -1.73, 4.54], [-0.16, -0.51, 0.46], [1.28, -0.33, 2.15]],
  "lowdin_charge": [-0.631, -0.311, -0.351, -0.057, 0.165, 0.176, 0.176, 0.214, -0.113, -0.028, 0.759],
  "relative_energy_kcal_mol": 100.9,
  "max_force_ev_per_a": 10.3,
  "total_charge": 0
}

=====

Record 2
{
  "formula": "C54H90FIN11O5P",
  "method": "ωB97M-V with the def2-TZVPD basis set",
  "symbols": ["O", "C", "C", "C", "C", "C", "P", "O", "I", "C", "F", "C", "C", "C", "N", "C", "C", "O", "C", "O", "C", "C", "O", "H", "H", "H", "H", "H", "H", "H", "H", "H", "H", "H", "H", "H", "H", "H", "H", "H", "H", "H", "H", "C", "C", "C", "C", "N", "H", "H", "H", "H", "H", "H", "H", "C", "C", "C", "C", "N", "H", "H", "H", "H", "H", "H", "H", "C", "C", "C", "C", "N", "H", "H", "H", "H", "H", "H", "H", "C", "C", "C", "C", "N", "H", "H", "H", "H", "H", "H", "H", "C", "C", "C", "C", "N", "H", "H", "H", "H", "H", "H", "H", "C", "C", "C", "C", "N", "H", "H", "H", "H", "H", "H", "H", "C", "C", "C", "C", "N", "H", "H", "H", "H", "H", "H", "H", "C", "C", "C", "C", "N", "H", "H", "H", "H", "H", "H", "H", "C", "C", "C", "C", "N", "H", "H", "H", "H", "H", "H", "H", "C", "C", "C", "C", "N", "H", "H", "H", "H", "H", "H", "H"],
  "xyz": [[6.8093, -3.1721, -3.4924], [5.6434, -4.0191, -3.8055], [4.6299, -3.1847, -4.8389], [3.5072, -2.3824, -3.8935], [2.3793, -1.6937, -4.8628], [0.9588, -2.4564, -5.1585], [0.4545, -3.9948, -4.1474], [-0.9605, -4.6418, -5.0053], [2.1196, -5.8245, -4.3344], [-0.1384, -1.2393, -5.1148], [-0.6052, -0.8192, -6.4565], [-1.5000, -1.3795, -4.2122], [-2.9401, -2.0240, -4.7707], [-4.1711, -2.0126, -3.7052], [-4.2578, -1.5208, -2.3009], [-2.9991, -0.9687, -1.7246], [-1.6542, -0.8837, -2.6336], [0.5764, -0.1379, -4.4068], [2.0451, -0.0711, -4.6808], [2.0317, 0.7190, -5.9567], [2.5874, 0.6969, -3.3342], [3.7946, 1.7784, -3.5958], [4.7079, 1.4349, -4.6987], [6.7877, -2.9748, -2.4923], [6.0450, -5.0185, -4.2635], [5.0923, -4.2733, -2.7796], [4.1336, -3.8775, -5.6452], [5.2604, -2.3706, -5.4029], [2.9971, -3.1076, -3.0997], [4.1429, -1.6179, -3.2565], [2.9538, -1.6672, -5.9089], [0.9554, -2.7785, -6.3064], [-0.6606, -4.9950, -5.9156], [-3.0218, -2.4529, -5.8787], [-5.1938, -2.4538, -4.1411], [-2.9633, -0.5520, -0.6130], [-0.6873, -0.4187, -2.1219], [1.7953, 0.0482, -6.6644], [1.6628, 1.3294, -2.9215], [2.8889, -0.0274, -2.4496], [3.3354, 2.8746, -3.6786], [4.4613, 1.8037, -2.6103], [4.7848, 0.4426, -4.8322], [-1.5841, 4.5440, -0.3914], [-2.7843, 3.7547, 0.1148], [-2.4158, 2.6992, 1.1571], [-1.5672, 1.6372, 0.6012], [-0.8916, 0.8015, 0.1625], [-0.8688, 3.8977, -0.9094], [-1.9106, 5.3130, -1.0986], [-1.0648, 5.0408, 0.4342], [-3.2923, 3.2856, -0.7362], [-3.4967, 4.4567, 0.5647], [-3.3377, 2.2501, 1.5450], [-1.9120, 3.1733, 2.0072], [-2.9839, -1.4353, 5.2099], [-4.2323, -0.8570, 4.5566], [-3.9266, 0.2432, 3.5405], [-3.3333, 1.4323, 4.1658], [-2.8589, 2.3693, 4.6599], [-2.4484, -0.6782, 5.7912], [-3.2575, -2.2465, 5.8918], [-2.2994, -1.8404, 4.4579], [-4.9040, -0.4772, 5.3356], [-4.7635, -1.6683, 4.0444], [-4.8597, 0.5323, 3.0427], [-3.2583, -0.1422, 2.7620], [-3.9800, 0.8603, -5.8363], [-4.1890, 2.3420, -6.1200], [-3.4442, 3.2536, -5.1451], [-3.9491, 3.1340, -3.7712], [-4.3447, 3.0343, -2.6845], [-4.3761, 0.5802, -4.8553], [-4.4969, 0.2565, -6.5888], [-2.9168, 0.6015, -5.8655], [-5.2625, 2.5646, -6.1020], [-3.8358, 2.5540, -7.1364], [-3.5592, 4.2925, -5.4762], [-2.3715, 3.0301, -5.1696], [-7.2535, 3.0886, 1.8190], [-8.4855, 2.9476, 2.7034], [-8.1687, 2.4042, 4.0964], [-7.6645, 1.0253, 4.0571], [-7.2603, -0.0623, 4.0246], [-6.7858, 2.1183, 1.6254], [-7.5312, 3.5227, 0.8533], [-6.5097, 3.7433, 2.2840], [-9.2170, 2.3026, 2.2024], [-8.9506, 3.9349, 2.8106], [-9.0828, 2.4305, 4.7012], [-7.4403, 3.0542, 4.5945], [5.3265, -2.2199, 2.4565], [6.4606, -2.9945, 1.7981], [6.4446, -2.9067, 0.2723], [5.2599, -3.5486, -0.3121], [4.3203, -4.0508, -0.7727], [4.3491, -2.6254, 2.1774], [5.4128, -2.2796, 3.5460], [5.3557, -1.1635, 2.1713], [6.4147, -4.0423, 2.1179], [7.4134, -2.5911, 2.1617], [7.3435, -3.3982, -0.1184], [6.4946, -1.8581, -0.0423], [-11.1882, -0.2324, 0.0743], [-12.5681, 0.1332, 0.6054], [-12.9286, 1.6024, 0.3869], [-12.0606, 2.5100, 1.1483], [-11.3702, 3.2269, 1.7456], [-10.3989, 0.3155, 0.5983], [-11.0016, -1.3015, 0.2159], [-11.1087, -0.0128, -0.9951], [-12.6213, -0.1154, 1.6720], [-13.3127, -0.4894, 0.0948], [-13.9678, 1.7604, 0.6989], [-12.8778, 1.8449, -0.6807], [10.9150, -1.1610, 4.1620], [9.9331, -1.4425, 5.2917], [9.8459, -2.9234, 5.6600], [9.2952, -3.7389, 4.5698], [8.8657, -4.3836, 3.7054], [10.6063, -1.6483, 3.2319], [10.9707, -0.0847, 3.9713], [11.9194, -1.5127, 4.4185], [8.9432, -1.0627, 5.0121], [10.2525, -0.8801, 6.1774], [9.2035, -3.0299, 6.5421], [10.8366, -3.2973, 5.9425], [4.7412, 1.6168, -10.6386], [3.5093, 1.4757, -9.7542], [3.8261, 0.9323, -8.3611], [4.3303, -0.4465, -8.4004], [4.7345, -1.5342, -8.4329], [5.2090, 0.6464, -10.8321], [4.4635, 2.0509, -11.6042], [5.4851, 2.2715, -10.1736], [2.7777, 0.8307, -10.2551], [3.0441, 2.4631, -9.6469], [2.9119, 0.9586, -7.7563], [4.5544, 1.5823, -7.8630], [11.4460, 2.0980, 8.6107], [11.8092, 2.7028, 7.2609], [10.6027, 3.2586, 6.5049], [9.6518, 2.2076, 6.1199], [8.8979, 1.3771, 5.8214], [10.7828, 1.2348, 8.4978], [12.3497, 1.7581, 9.1262], [10.9478, 2.8343, 9.2492], [12.3219, 1.9475, 6.6536], [12.5238, 3.5181, 7.4269], [10.9571, 3.7654, 5.5995], [10.0961, 4.0158, 7.1141], [-8.3755, -0.9830, 8.7863], [-7.7254, -1.1753, 7.4225], [-6.5460, -2.1471, 7.4483], [-5.4238, -1.6430, 8.2504], [-4.5398, -1.2465, 8.8896], [-7.6792, -0.5366, 9.5030], [-9.2388, -0.3155, 8.7010], [-8.7238, -1.9378, 9.1930], [-7.4050, -0.2008, 7.0352], [-8.4819, -1.5617, 6.7287], [-6.2018, -2.3110, 6.4202], [-6.8720, -3.1205, 7.8322]],
  "forces_ev_per_a": [[-1.10, -0.20, 2.05], [-0.77, -0.17, 0.13], [0.11, 0.07, 1.07], [0.17, -0.62, 0.06], [2.06, 0.90, -1.97], [0.15, 0.93, -3.14], [-2.41, -0.04, 0.35], [3.38, 0.38, -1.25], [-0.27, 0.42, -0.53], [-0.26, 1.50, 2.72], [1.34, -1.01, 2.36], [-5.07, -0.87, 2.71], [1.37, 1.72, 3.99], [1.84, 0.56, -0.33], [4.93, 0.25, -2.76], [0.57, -1.19, -4.55], [-0.93, -0.71, -1.24], [-0.59, -1.98, -1.37], [-3.06, -0.90, 0.36], [0.96, -2.44, 1.51], [-0.21, 1.23, -0.04], [0.22, -0.34, 1.54], [-1.04, -0.70, 0.62], [-0.03, -0.53, -2.49], [-0.82, 1.94, 0.63], [1.00, 0.44, -2.65], [0.89, 1.31, 1.73], [-1.12, -1.62, 1.06], [1.17, 1.47, -1.73], [-1.51, -1.28, -1.37], [-1.25, -0.27, 2.01], [0.11, 0.65, 2.30], [-0.75, 0.75, 1.93], [0.01, 1.04, 2.83], [2.49, 1.12, 1.26], [-0.21, -1.11, -2.81], [-2.39, -1.12, -1.23], [0.14, 0.99, 1.37], [1.94, -1.50, -1.03], [-0.70, 1.15, -2.27], [1.20, -2.50, -0.54], [-1.50, -0.02, -1.88], [-0.39, 1.80, 0.61], [0.04, 0.04, -0.05], [-0.07, 0.20, -0.42], [-0.26, 0.17, 0.05], [0.79, -0.83, -0.28], [-0.85, 1.06, 0.54], [-0.04, 0.04, 0.07], [0.07, -0.09, 0.09], [0.01, -0.03, -0.09], [0.07, 0.08, 0.34], [0.05, -0.22, 0.04], [0.23, -0.06, -0.04], [0.04, -0.25, -0.08], [0.10, 0.01, 0.08], [0.07, -0.41, 0.33], [-0.34, -0.08, -0.10], [0.61, 0.99, 0.47], [-0.65, -1.18, -0.64], [-0.04, -0.09, -0.06], [0.09, 0.11, -0.06], [-0.04, 0.03, 0.07], [0.05, 0.04, -0.24], [-0.03, 0.29, -0.02], [0.16, 0.09, 0.09], [0.08, 0.15, 0.14], [-0.03, 0.05, 0.02], [-0.20, -0.37, -0.29], [-0.05, 0.23, -0.26], [-0.26, -0.11, 1.27], [0.39, 0.11, -1.60], [0.12, 0.03, -0.09], [0.08, 0.03, 0.10], [-0.15, 0.01, 0.04], [0.17, 0.11, 0.03], [-0.03, 0.14, 0.19], [0.03, -0.09, 0.25], [-0.15, -0.04, 0.19], [0.06, -0.01, -0.06], [0.13, 0.12, -0.44], [-0.29, 0.16, 0.05], [0.51, -1.07, 0.12], [-0.59, 1.35, 0.00], [0.00, 0.06, 0.01], [0.09, -0.07, 0.13], [-0.01, -0.05, -0.05], [0.15, 0.19, 0.27], [-0.04, -0.32, 0.08], [0.18, -0.16, 0.00], [0.04, -0.24, -0.03], [-0.11, 0.00, 0.03], [-0.07, 0.05, 0.51], [0.32, -0.10, 0.05], [-1.04, -0.38, -0.48], [1.15, 0.66, 0.75], [0.08, 0.07, 0.01], [-0.03, 0.03, -0.16], [-0.04, -0.07, 0.04], [0.15, 0.18, -0.15], [-0.10, -0.20, -0.20], [-0.18, -0.02, -0.07], [-0.17, -0.12, -0.04], [0.10, -0.07, 0.03], [0.18, -0.42, 0.00], [-0.34, -0.14, 0.07], [0.73, 0.92, 0.51], [-1.15, -0.94, -0.81], [-0.07, -0.03, -0.08], [0.02, 0.17, -0.05], [0.03, -0.02, 0.11], [-0.08, 0.12, -0.14], [0.00, 0.20, 0.12], [0.20, 0.17, 0.00], [0.12, 0.09, 0.19], [0.01, 0.06, -0.08], [0.06, 0.28, -0.20], [-0.10, 0.12, 0.27], [-0.36, -0.86, -0.89], [0.56, 0.90, 1.11], [0.07, 0.01, 0.09], [-0.01, -0.14, 0.01], [-0.06, 0.01, -0.06], [0.19, -0.11, 0.20], [-0.20, -0.20, -0.09], [0.04, -0.15, -0.20], [-0.15, -0.10, -0.17], [0.03, -0.01, -0.16], [0.09, 0.13, -0.43], [-0.38, 0.18, -0.17], [0.53, -1.02, 0.10], [-0.58, 1.29, 0.07], [-0.02, 0.10, 0.06], [0.10, -0.05, 0.11], [-0.05, -0.08, -0.05], [0.05, 0.07, 0.16], [0.00, -0.20, 0.13], [0.63, 0.06, -0.20], [-0.06, -0.24, 0.05], [0.03, -0.11, 0.08], [0.29, -0.15, 0.30], [0.27, 0.17, -0.19], [-0.99, -0.79, -0.31], [1.02, 1.23, 0.42], [0.02, 0.11, 0.02], [-0.16, 0.04, -0.03], [0.03, -0.10, -0.05], [-0.10, 0.17, -0.02], [-0.15, -0.07, -0.17], [-0.23, -0.12, 0.05], [-0.08, -0.20, -0.10], [-0.02, 0.09, 0.10], [-0.38, 0.24, 0.09], [-0.06, 0.02, -0.36], [1.03, 0.28, 0.76], [-1.18, -0.48, -0.86], [-0.06, -0.09, -0.06], [0.10, -0.10, 0.06], [0.03, 0.09, 0.00], [0.04, -0.23, -0.04], [0.26, 0.03, -0.01], [0.10, 0.02, 0.18], [0.16, 0.14, 0.08]],
  "lowdin_charge": [-0.148, -0.245, -0.188, -0.186, -0.166, -0.349, 0.557, -0.448, 0.439, -0.321, -0.038, -0.042, -0.008, -0.132, -0.028, -0.090, 0.024, -0.110, -0.309, -0.041, -0.058, -0.218, -0.133, 0.078, 0.122, 0.072, 0.071, 0.109, 0.069, 0.113, 0.133, 0.141, 0.065, 0.112, 0.105, 0.085, 0.073, 0.097, 0.142, 0.129, 0.138, 0.123, 0.098, -0.109, -0.269, -0.191, -0.205, 0.156, 0.069, 0.071, 0.075, 0.053, 0.112, 0.095, 0.115, -0.106, -0.293, -0.201, -0.236, 0.149, 0.077, 0.065, 0.077, 0.083, 0.108, 0.089, 0.116, -0.118, -0.263, -0.187, -0.194, 0.159, 0.062, 0.078, 0.059, 0.112, 0.109, 0.117, 0.123, -0.106, -0.291, -0.179, -0.198, 0.172, 0.066, 0.077, 0.075, 0.069, 0.101, 0.121, 0.124, -0.106, -0.281, -0.192, -0.209, 0.169, 0.074, 0.074, 0.077, 0.107, 0.090, 0.123, 0.124, -0.106, -0.270, -0.192, -0.196, 0.162, 0.065, 0.077, 0.079, 0.113, 0.110, 0.119, 0.123, -0.109, -0.299, -0.191, -0.212, 0.151, 0.071, 0.064, 0.075, 0.090, 0.088, 0.120, 0.121, -0.114, -0.263, -0.190, -0.224, 0.147, 0.073, 0.072, 0.077, 0.113, 0.111, 0.080, 0.130, -0.112, -0.270, -0.191, -0.199, 0.168, 0.070, 0.075, 0.078, 0.110, 0.111, 0.120, 0.123, -0.113, -0.280, -0.195, -0.235, 0.146, 0.074, 0.072, 0.076, 0.098, 0.109, 0.104, 0.122],
  "max_force_ev_per_a": 5.8,
  "total_charge": 0,
  "smiles": "OCCC[C@H]1[C@@H](P(O)I)[C@@](F)(c2ccncc2)O[C@@]1(O)CCO.CCCC#N.CCCC#N.CCCC#N.CCCC#N.CCCC#N.CCCC#N.CCCC#N.CCCC#N.CCCC#N.CCCC#N"
}

=====

no.,HOMO (eV)
1,-9.2
2,-8.4